Below is a molecular structure, C16H26As2F6GeIrN2OS5, with properties calculated with ωB97M-V with the def2-TZVPD basis set.

As for the charge: -2. The expectation value of S² is 0.757. Its spin multiplicity is 2. The value obtained for the LUMO energy (alpha / beta) is 3.9 / 3.6 eV. The maximum force is 0.571 eV/Å. The total energy comes out at -273564.510 eV. Its energy above the lowest of the compared OMol25 structures with the same formula, charge and spin is 26.0 kcal/mol. The frontier orbital gap (alpha / beta) comes out at 0.229 / 0.220 Ha.

Last column: Löwdin charge in e.
Element x y z (Å)
Ir 0.83307 0.36879 0.21705  0.493
C -1.13879 5.85950 2.00899  -0.073
C -0.69558 5.85516 0.55276  -0.225
N 0.38921 4.91174 0.30174  -0.143
C 1.73764 5.45523 0.39332  -0.274
C 2.25274 5.97499 -0.94155  -0.087
C 0.12036 3.60132 0.06478  -0.677
S 1.48931 2.60789 -0.33295  0.627
N -1.17640 3.30021 0.15447  0.088
C -1.73665 2.08735 -0.02512  -0.436
O -1.18779 0.98224 -0.16584  -0.148
C -3.23721 2.07730 -0.00266  -0.129
C -3.90535 0.85674 -0.07874  0.002
C -5.29314 0.82191 -0.02716  -0.061
C -6.01202 2.00114 0.09453  -0.096
C -5.34839 3.22156 0.16813  -0.106
C -3.96496 3.26021 0.12185  -0.042
H -1.92594 6.59976 2.16892  0.069
H -0.30450 6.09924 2.67201  0.069
H -1.52430 4.87681 2.27828  0.058
H -0.33058 6.84222 0.25767  0.109
H -1.53307 5.59908 -0.09215  0.101
H 2.40299 4.68464 0.77724  0.075
H 1.70602 6.26210 1.13037  0.112
H 2.33335 5.15467 -1.65421  0.058
H 3.24009 6.42512 -0.82107  0.071
H 1.57964 6.72946 -1.35500  0.067
H -3.33787 -0.06370 -0.16708  0.079
H -5.78853 -0.13877 -0.07764  0.088
H -7.09477 1.97296 0.13800  0.091
H -5.91101 4.14260 0.26770  0.087
H -3.43388 4.19897 0.19085  0.087
S 2.85967 -3.71640 0.92598  -0.160
As 3.00770 -2.08010 -0.36292  -0.493
S 3.01432 -0.12272 0.72545  -0.018
S 0.90316 -1.41626 -1.02572  0.184
S 4.31528 -2.12188 -1.99372  -0.198
F -2.47696 -1.72338 -0.02828  -0.276
As -3.66252 -2.82422 0.62632  0.720
F -3.48163 -3.86572 -0.74720  -0.258
F -2.42393 -3.67963 1.47740  -0.250
F -4.87533 -3.88334 1.28396  -0.273
F -3.86778 -1.74345 1.98460  -0.267
F -4.90839 -1.93514 -0.22399  -0.272
C 1.55950 1.52264 3.69770  -0.243
Ge -0.03764 0.43910 3.35206  0.738
C -0.34467 -0.73639 4.89155  -0.219
C -1.56924 1.66077 3.20354  -0.201
C 0.13065 -0.71872 1.78891  -0.481
H 1.49735 1.97842 4.68861  0.007
H 1.65301 2.31596 2.95272  -0.009
H 2.45544 0.90396 3.63551  0.000
H -0.51958 -0.14919 5.79559  0.007
H 0.51755 -1.38529 5.04912  0.017
H -1.21588 -1.36524 4.70513  0.020
H -1.81570 2.06379 4.18885  0.015
H -2.44419 1.13729 2.81466  0.025
H -1.34598 2.49917 2.54077  -0.013
H -0.85968 -1.11433 1.53612  -0.009
H 0.80078 -1.54303 2.04417  -0.026

Atomic forces in eV per Å
0.25 0.16 -0.35
0.00 0.00 0.00
-0.01 -0.03 -0.01
0.05 0.00 0.04
-0.03 -0.02 -0.01
0.01 0.00 -0.01
-0.56 -0.05 -0.11
-0.10 -0.07 0.40
0.36 0.03 -0.09
-0.01 0.24 -0.09
0.19 -0.33 0.14
0.00 0.05 -0.05
0.07 0.08 -0.04
-0.09 0.11 -0.02
0.03 0.05 0.01
-0.01 0.02 0.00
0.00 -0.02 0.01
0.00 0.00 0.00
0.00 0.00 0.00
-0.01 0.01 0.00
0.00 0.01 0.01
0.00 0.00 0.00
0.00 0.00 0.01
0.00 0.01 0.00
0.00 0.00 0.00
0.00 0.00 0.00
0.00 0.00 0.00
-0.14 0.37 0.00
0.01 0.22 0.03
-0.01 0.00 0.00
0.00 0.01 0.00
0.01 0.02 0.00
0.00 0.06 -0.06
0.08 -0.07 0.05
0.14 0.14 0.05
-0.28 -0.12 -0.12
-0.03 -0.01 0.01
0.09 -0.43 -0.02
0.09 -0.07 0.12
-0.01 0.02 0.01
-0.04 0.03 0.00
-0.04 0.01 0.01
0.00 -0.05 -0.02
0.01 -0.40 -0.06
0.05 0.02 -0.02
-0.10 0.11 0.04
-0.01 -0.03 0.02
0.02 0.00 0.04
-0.12 -0.05 -0.02
0.01 0.00 0.01
0.00 -0.01 -0.01
-0.01 0.00 0.02
0.01 0.00 0.01
0.00 0.01 0.00
-0.01 0.00 -0.01
-0.01 0.00 0.01
0.00 -0.02 0.00
0.00 -0.04 0.04
0.15 0.02 0.03
-0.01 -0.02 -0.02



Below is a molecular structure, C16H26CoF4N2Sb at a distorted geometry, with properties calculated with ωB97M-V with the def2-TZVPD basis set.

As for the charge: +2. The value obtained for the LUMO energy (alpha / beta) is -9.0 / -9.1 eV. The maximum force is 1.349 eV/Å. The total energy comes out at -75009.206 eV. The frontier orbital gap (alpha / beta) comes out at 0.233 / 0.229 Ha.

Last column: Löwdin charge in e.
Element x y z (Å)
Co 0.10244 -0.01634 0.84778  0.516
C -0.80976 2.23775 2.28668  -0.033
N -0.27162 1.86186 0.95178  -0.342
C 1.04083 2.52118 0.72628  -0.021
C -1.25033 2.19039 -0.12772  -0.127
C -2.10521 0.97006 -0.30545  -0.121
N -1.13648 -0.14769 -0.29732  -0.022
C -1.22755 -1.21531 -1.18425  -0.114
C -0.09223 -2.00939 -1.30691  -0.135
F 0.96455 -1.62015 -0.54104  0.050
C -0.02242 -3.11068 -2.12474  -0.201
F 1.09770 -3.80982 -2.18563  0.152
C -1.13267 -3.45742 -2.86963  0.146
C -2.28461 -2.69651 -2.76107  -0.185
F -3.36172 -3.02879 -3.44414  0.163
C -2.35083 -1.59415 -1.92947  -0.123
F -3.49300 -0.93134 -1.81935  0.142
H -0.93781 3.31972 2.34402  0.117
H -0.11400 1.92310 3.06214  0.095
H -1.77167 1.75398 2.44386  0.091
H 0.90997 3.60208 0.65180  0.123
H 1.48309 2.15761 -0.20028  0.106
H 1.70255 2.31426 1.56818  0.107
H -0.69597 2.41031 -1.03930  0.142
H -1.84152 3.06974 0.13350  0.149
H -2.69645 1.00743 -1.21365  0.137
H -2.79750 0.84482 0.53044  0.141
H -1.10775 -4.31828 -3.52597  0.165
C -2.13567 -1.18993 4.52009  -0.165
C -0.63195 -1.44643 4.62085  -0.400
Sb 0.19364 -1.82096 2.71328  1.524
C -0.89496 -3.50881 2.01782  -0.395
C -0.97596 -4.60010 3.08592  -0.146
C 2.18987 -2.52925 2.94094  -0.394
C 2.44652 -3.13636 4.32151  -0.159
H -2.55284 -1.03804 5.51540  0.090
H -2.66728 -2.03057 4.07196  0.067
H -2.35792 -0.29528 3.93490  0.054
H -0.40632 -2.33575 5.21057  0.064
H -0.09564 -0.60635 5.05956  0.062
H -0.37139 -3.86067 1.12683  0.053
H -1.88261 -3.16072 1.71411  0.058
H 0.01009 -4.94995 3.38973  0.068
H -1.51342 -5.46030 2.68605  0.090
H -1.51420 -4.26563 3.97289  0.070
H 2.85479 -1.68918 2.74603  0.051
H 2.31338 -3.25314 2.13421  0.063
H 2.32361 -2.40262 5.11777  0.075
H 3.47435 -3.49666 4.37026  0.089
H 1.79618 -3.98467 4.52968  0.064

Atomic forces in eV per Å
1.21 -0.41 -0.37
-0.01 0.04 -0.09
-0.06 0.01 0.74
-0.04 0.02 0.03
0.02 0.22 -0.01
-0.27 -0.29 0.15
-0.75 0.46 -1.03
-0.27 -0.12 0.19
0.06 0.06 0.03
0.10 -0.09 0.26
0.09 0.03 0.05
0.01 -0.02 0.01
-0.08 -0.09 -0.09
0.06 -0.12 -0.09
-0.02 0.00 -0.02
0.02 0.11 0.13
-0.10 0.02 0.00
0.01 0.02 -0.01
0.00 -0.02 0.00
0.00 0.00 0.00
-0.01 0.02 0.03
0.00 0.01 -0.02
0.01 -0.02 0.00
0.02 -0.07 0.00
0.09 0.04 0.06
0.07 -0.03 -0.08
-0.07 -0.06 -0.04
0.00 0.02 -0.01
0.05 0.01 0.11
-0.13 0.03 0.01
-0.06 0.32 0.04
-0.02 -0.04 -0.04
-0.05 -0.01 -0.07
0.01 -0.01 0.14
0.07 0.01 -0.08
-0.01 0.00 -0.01
0.02 0.00 -0.01
0.00 -0.01 -0.01
-0.01 0.04 0.05
-0.01 -0.01 0.05
-0.04 -0.02 -0.01
-0.01 -0.03 -0.01
0.01 0.01 0.00
0.00 0.01 0.01
0.02 0.01 0.00
0.06 -0.03 -0.02
0.08 -0.02 0.02
-0.02 0.00 0.00
0.00 0.00 0.00
-0.02 0.01 0.01